(1)
A structure of composition C4H10N2O2. Source: the Open Molecules 2025 dataset; level of theory: ωB97M-V/def2-TZVPD.

Positions of all 18 atoms, in Å:
C: 1.8842 0.3365 -0.9683
C: 0.5458 -0.4903 1.3872
O: 1.7261 -0.7909 -1.7119
O: 1.1218 1.2790 -1.1163
H: -0.1529 1.0663 -0.0982
H: 2.4005 -1.4441 -1.4874
H: 2.7818 0.3714 -0.3420
H: 1.0900 0.2851 1.9201
H: -0.1788 -0.9705 2.0400
H: 1.1185 -1.3390 1.0158
C: -1.7907 -0.1881 -0.0636
C: -1.7283 -0.4690 -1.3554
N: -0.8260 0.6322 0.5961
N: -1.3727 1.4090 1.5124
H: -0.6473 2.0400 1.8583
H: -2.6021 -0.4801 0.5897
H: -0.8943 -0.1519 -1.9641
H: -2.4756 -1.0955 -1.8123

Properties
total charge: 0
lowest unoccupied orbital energy (alpha / beta): 0.2446 / 0.2448 eV
E_HOMO (alpha / beta): -7.21 / -7.20 eV
ΔE to the lowest compared entry with this formula, charge and spin: 633.2 kJ/mol
2S+1: 1
HOMO-LUMO gap (alpha / beta): 7.451 / 7.448 eV

Just the Löwdin charges please, in e? Sure, here they are: atom 1 (C): -0.351, atom 2 (C): -0.005, atom 3 (O): 0.079, atom 4 (O): 0.029, atom 5 (H): 0.088, atom 6 (H): 0.115, atom 7 (H): 0.149, atom 8 (H): 0.033, atom 9 (H): 0.029, atom 10 (H): 0.017, atom 11 (C): -0.171, atom 12 (C): 0.050, atom 13 (N): -0.285, atom 14 (N): -0.011, atom 15 (H): 0.018, atom 16 (H): 0.110, atom 17 (H): 0.050, atom 18 (H): 0.057

=====

(2)
A cluster of 3 separate species, C30H42I3N2O10S3 in total. Source: the Open Molecules 2025 dataset; level of theory: ωB97M-V/def2-TZVPD.

Positions of all 90 atoms, in Å:
C: -0.9187 -2.8475 1.7695
C: -0.9263 -1.3717 1.4215
I: -2.6443 -0.9148 0.1676
C: 0.4010 -0.7543 0.9763
N: 1.3242 -1.4809 0.1247
S: 2.4057 -2.4896 0.9370
C: 1.1310 -1.5442 -1.3333
N: 0.2788 -0.3992 -1.6547
C: 0.2941 -2.7755 -1.7449
O: 0.9332 -4.0058 -1.4796
O: -0.0868 -5.0251 -1.4377
C: 2.4626 -1.4054 -2.1751
C: 2.0298 -1.5185 -3.6848
C: 2.9214 -0.8971 -4.7520
C: 4.2456 -1.5900 -5.0564
S: 4.7290 -1.4023 -6.7336
O: 4.7322 -0.0149 -7.1016
O: 5.8648 -2.2343 -6.9866
O: 3.4665 -2.0584 -7.4598
C: 3.4729 -2.6061 -1.9782
C: 4.8997 -2.3217 -1.5810
O: 5.6414 -1.6381 -2.1797
I: 5.7155 -3.6015 -0.0125
O: 3.0708 -0.1376 -2.0725
C: 3.2954 0.6821 -0.8872
C: 2.1435 1.6633 -0.7066
C: 2.3690 2.7469 0.3467
C: 2.4745 4.1990 -0.1029
S: 1.0605 4.8707 -0.9970
C: 4.6489 1.3402 -1.1867
C: 4.8830 1.8006 -2.5922
O: 5.6812 1.3522 -3.3264
I: 3.7315 3.4727 -3.4118
C: 3.5108 -0.0653 0.5270
O: 2.5695 0.0274 1.3165
O: 4.6123 -0.6285 0.6292
H: -0.3601 -3.4431 1.0534
H: -0.4490 -2.9683 2.7457
H: -1.9278 -3.2450 1.8246
H: -1.1934 -0.8201 2.3199
H: 0.9544 -0.6103 1.9065
H: 0.2282 0.2568 0.6227
H: 1.7406 -3.6590 0.8906
H: 0.7513 0.2522 -2.2673
H: -0.5894 -0.6680 -2.0970
H: -0.0183 -2.7254 -2.7922
H: -0.6162 -2.7055 -1.1444
H: -0.7280 -4.7360 -2.1046
H: 1.8593 -2.5675 -3.9268
H: 1.0644 -1.0371 -3.8201
H: 2.3189 -0.9502 -5.6609
H: 3.0735 0.1622 -4.5888
H: 4.2063 -2.6667 -4.9055
H: 5.0898 -1.1411 -4.5394
H: 3.1869 -1.4225 -8.1354
H: 3.0823 -3.3669 -1.3222
H: 3.6191 -3.0965 -2.9391
H: 1.3365 1.0460 -0.3229
H: 1.7949 2.0473 -1.6660
H: 1.5552 2.7057 1.0683
H: 3.2622 2.5169 0.9256
H: 3.3994 4.4148 -0.6352
H: 2.4817 4.8135 0.7975
H: 0.7684 3.7951 -1.7242
H: 4.8382 2.1566 -0.4901
H: 5.4312 0.6054 -1.0335
C: -2.6595 2.1592 2.7366
C: -1.9817 2.8429 3.7365
C: -2.6892 3.5908 4.6674
C: -4.0746 3.6503 4.6009
C: -4.7504 2.9640 3.6011
C: -4.0435 2.2195 2.6672
H: -2.1109 1.5766 2.0088
H: -0.9017 2.7924 3.7879
H: -2.1607 4.1281 5.4444
H: -4.6274 4.2318 5.3283
H: -5.8310 3.0101 3.5490
H: -4.5666 1.6838 1.8854
C: -7.6216 1.1186 5.3235
C: -7.9234 0.0272 6.1258
C: -9.1512 -0.6076 6.0019
C: -10.0764 -0.1544 5.0719
C: -9.7745 0.9356 4.2680
C: -8.5483 1.5731 4.3959
H: -6.6640 1.6135 5.4197
H: -7.1992 -0.3295 6.8465
H: -9.3869 -1.4572 6.6298
H: -11.0326 -0.6520 4.9726
H: -10.4945 1.2879 3.5407
H: -8.3148 2.4249 3.7697

Properties
total charge: -1
lowest unoccupied orbital energy: 1.8052 eV
E_HOMO: -5.49 eV
2S+1: 1
HOMO-LUMO gap: 7.291 eV

Just the Löwdin charges please, in e? Sure, here they are: atom 1 (C): -0.170, atom 2 (C): -0.694, atom 3 (I): 0.815, atom 4 (C): -0.320, atom 5 (N): -0.393, atom 6 (S): 0.926, atom 7 (C): -0.399, atom 8 (N): 0.091, atom 9 (C): -0.172, atom 10 (O): -0.154, atom 11 (O): -0.010, atom 12 (C): -0.300, atom 13 (C): -0.109, atom 14 (C): -0.178, atom 15 (C): -0.224, atom 16 (S): 0.588, atom 17 (O): -0.277, atom 18 (O): -0.273, atom 19 (O): -0.170, atom 20 (C): -0.132, atom 21 (C): -0.785, atom 22 (O): 0.032, atom 23 (I): 0.802, atom 24 (O): -0.036, atom 25 (C): -0.291, atom 26 (C): -0.171, atom 27 (C): -0.235, atom 28 (C): -0.612, atom 29 (S): 0.661, atom 30 (C): -0.098, atom 31 (C): -0.749, atom 32 (O): 0.031, atom 33 (I): 0.851, atom 34 (C): -0.672, atom 35 (O): -0.126, atom 36 (O): -0.083, atom 37 (H): 0.039, atom 38 (H): 0.085, atom 39 (H): 0.047, atom 40 (H): 0.057, atom 41 (H): 0.109, atom 42 (H): 0.086, atom 43 (H): -0.105, atom 44 (H): 0.085, atom 45 (H): 0.046, atom 46 (H): 0.122, atom 47 (H): 0.078, atom 48 (H): 0.086, atom 49 (H): 0.125, atom 50 (H): 0.109, atom 51 (H): 0.106, atom 52 (H): 0.105, atom 53 (H): 0.110, atom 54 (H): 0.100, atom 55 (H): 0.094, atom 56 (H): 0.033, atom 57 (H): 0.109, atom 58 (H): 0.066, atom 59 (H): 0.051, atom 60 (H): 0.109, atom 61 (H): 0.113, atom 62 (H): 0.005, atom 63 (H): 0.058, atom 64 (H): -0.178, atom 65 (H): 0.133, atom 66 (H): 0.116, atom 67 (C): -0.096, atom 68 (C): -0.085, atom 69 (C): -0.099, atom 70 (C): -0.104, atom 71 (C): -0.108, atom 72 (C): -0.090, atom 73 (H): 0.055, atom 74 (H): 0.103, atom 75 (H): 0.098, atom 76 (H): 0.097, atom 77 (H): 0.081, atom 78 (H): 0.089, atom 79 (C): -0.090, atom 80 (C): -0.093, atom 81 (C): -0.101, atom 82 (C): -0.103, atom 83 (C): -0.100, atom 84 (C): -0.097, atom 85 (H): 0.088, atom 86 (H): 0.101, atom 87 (H): 0.098, atom 88 (H): 0.097, atom 89 (H): 0.098, atom 90 (H): 0.094

=====

(3)
An isolated molecule of C3H9NOS. Source: the Open Molecules 2025 dataset; level of theory: ωB97M-V/def2-TZVPD.

Positions of all 15 atoms, in Å:
O: -2.3198 1.4928 -1.1076
C: -1.5093 0.3593 -0.9454
N: -0.7762 0.3890 0.2776
C: 0.5793 0.1861 0.7302
C: 1.1917 -1.2040 0.5870
S: 2.9324 -1.2104 1.0440
H: -2.5770 1.5929 -2.0205
H: -2.1276 -0.5489 -0.9648
H: -0.8071 0.1484 -1.7847
H: -1.3084 0.9646 0.9143
H: 1.1898 1.0129 0.3258
H: 0.5058 0.4260 1.8121
H: 0.5887 -1.8384 1.2394
H: 1.0779 -1.5944 -0.4306
H: 3.3599 -0.1760 0.3233

Properties
total charge: 0
lowest unoccupied orbital energy: 0.8227 eV
E_HOMO: -8.50 eV
ΔE to the lowest compared entry with this formula, charge and spin: 159.7 kJ/mol
SMILES: OCNCCS
2S+1: 1
HOMO-LUMO gap: 9.319 eV

Just the Löwdin charges please, in e? Sure, here they are: atom 1 (O): -0.031, atom 2 (C): -0.335, atom 3 (N): -0.069, atom 4 (C): -0.321, atom 5 (C): -0.580, atom 6 (S): 0.696, atom 7 (H): 0.080, atom 8 (H): 0.107, atom 9 (H): 0.125, atom 10 (H): 0.111, atom 11 (H): 0.103, atom 12 (H): 0.122, atom 13 (H): 0.078, atom 14 (H): 0.065, atom 15 (H): -0.153

=====

| no. | strongest force on any atom (hartree/bohr) |
| --- | --- |
| 1 | 0.047 |
| 2 | 0.062 |
| 3 | 0.056 |